Record 1
{
  "formula": "C8H9N",
  "method": "ωB97M-V with the def2-TZVPD basis set",
  "elements": ["C", "C", "C", "C", "C", "C", "C", "C", "H", "H", "H", "H", "H", "H", "H", "H", "H", "N"],
  "xyz": [[2.97643, -0.23366, -0.04806], [1.63725, -0.13202, -0.31223], [0.45370, 1.19166, -0.33232], [-1.49156, 1.13187, -0.10074], [-2.29276, -0.44387, -0.27069], [-0.38376, -0.56225, 0.04468], [-0.45907, 0.69113, 0.88640], [0.44634, -1.64438, 0.50390], [3.38952, -1.23790, 0.25484], [3.71146, 0.79501, 0.09765], [0.97074, 2.24445, -0.10452], [-2.03089, 2.02406, -0.03566], [-3.18748, -0.28778, 0.43200], [-2.51714, -0.67017, -1.37108], [-0.26689, -0.26432, -1.13211], [-0.22821, 1.19210, 2.05851], [0.60877, -2.30381, -0.72228], [-1.33645, -1.49012, 0.15170]],
  "forces_ev_per_angstrom": [[-1.0, 1.6, 0.4], [0.3, 2.8, -0.7], [1.5, 2.5, 3.2], [1.5, -2.4, 0.9], [-0.7, 1.7, -3.8], [2.4, -0.2, 1.2], [1.8, 3.7, -0.9], [2.5, -4.7, -3.2], [-0.3, 1.3, -0.6], [-2.4, -3.1, -0.6], [-1.2, -2.0, -0.7], [-0.8, 1.4, -0.1], [1.3, -0.8, -0.9], [-0.6, 0.9, 1.4], [-0.6, -0.8, 2.5], [-0.8, -2.5, -3.7], [0.4, 1.3, 3.4], [-3.2, -0.5, 2.0]],
  "e_homo_ev": -7.72,
  "relative_energy_kcal_mol": 478.3
}


Record 2
{
  "formula": "C8H9N2O3",
  "method": "ωB97M-V with the def2-TZVPD basis set",
  "elements": ["C", "C", "C", "C", "C", "C", "C", "N", "O", "C", "O", "O", "N", "H", "H", "H", "H", "H", "H", "H", "H", "H"],
  "xyz": [[0.24290, -1.35761, -1.85097], [-0.11841, -0.99415, -0.44357], [-0.53558, -1.92333, 0.51721], [-0.82676, -1.51550, 1.80839], [-0.73662, -0.18767, 2.20020], [-0.35635, 0.76073, 1.25266], [-0.05299, 0.30333, -0.02540], [0.35592, 1.62551, -0.91859], [1.67590, 1.51197, -1.37927], [0.36123, 2.72383, 0.14302], [1.52571, 3.22776, 0.30877], [-0.66449, 3.63202, -0.28898], [-0.23924, 2.10462, 1.35602], [0.62582, -2.37564, -1.92230], [-0.64160, -1.27738, -2.48748], [0.98426, -0.65061, -2.21462], [-0.62963, -2.96690, 0.24433], [-1.12923, -2.25776, 2.54003], [-0.96416, 0.10963, 3.21587], [2.10455, 2.21499, -0.76574], [-0.32062, 4.03996, -1.09105], [-0.02788, 2.55170, 2.23289]],
  "forces_ev_per_angstrom": [[-0.1, 0.1, 0.0], [0.0, 0.0, 0.1], [0.0, -0.2, 0.0], [0.0, -0.3, 0.1], [0.0, 0.3, 0.2], [0.0, -0.5, 0.0], [1.2, 3.4, -2.1], [-1.3, -3.4, 1.8], [0.6, 0.1, 0.1], [-0.6, 0.0, 0.1], [0.7, 0.5, 0.1], [-0.2, 0.5, 0.1], [-0.2, 0.2, 0.0], [0.0, 0.0, 0.0], [0.0, 0.0, -0.1], [0.1, -0.1, -0.1], [0.0, -0.1, 0.0], [0.0, 0.0, 0.0], [0.0, 0.0, 0.1], [-0.2, -0.4, -0.2], [0.1, -0.1, 0.0], [0.1, -0.1, -0.1]],
  "e_homo_ev": -3.87,
  "relative_energy_kcal_mol": 2.6,
  "smiles": "Cc1cccc2c1N(O)[C@@]([O-])(O)N2",
  "charge": -1
}


Record 3
{
  "formula": "C8H9N2S",
  "method": "ωB97M-V with the def2-TZVPD basis set",
  "elements": ["C", "N", "C", "C", "C", "C", "C", "N", "C", "C", "S", "H", "H", "H", "H", "H", "H", "H", "H", "H"],
  "xyz": [[-0.56191, 2.65319, -1.60751], [-0.74088, 1.60926, -2.44119], [-0.05459, 0.29031, -2.14714], [0.88647, 0.31458, -0.84749], [0.44882, -0.47451, 0.46452], [1.38403, -0.38767, 1.72430], [0.91686, -1.15513, 2.98187], [-0.25632, -1.94837, 3.14027], [-1.08105, -2.00810, 1.98132], [-0.85740, -1.31584, 0.61663], [0.59597, 2.10846, -0.30328], [-1.02316, 3.69609, -1.66128], [-1.37012, 1.79581, -3.24459], [0.32935, -0.17787, -3.11678], [-0.96939, -0.37709, -1.92386], [2.01558, 0.32988, -1.08676], [2.35102, 0.20750, 1.74669], [1.61903, -1.09873, 3.89393], [-2.03226, -2.65296, 2.06686], [-1.60004, -1.40881, -0.23653]],
  "forces_ev_per_angstrom": [[2.0, -3.4, 0.7], [0.2, 3.0, 1.0], [-2.0, -2.1, -0.3], [-0.6, 1.6, -0.1], [-0.4, -2.1, 3.0], [-3.8, -2.2, -0.4], [-0.2, 0.5, -1.9], [1.1, 2.3, -4.4], [1.0, 1.2, -1.1], [3.3, 0.9, 2.6], [-1.4, 1.6, -1.2], [0.6, -1.8, -0.1], [0.6, -0.9, 0.5], [0.1, 1.1, 1.5], [1.5, 0.8, -0.1], [-1.9, -0.6, 0.4], [-1.4, -0.9, -0.1], [-1.4, -0.2, -1.6], [1.7, 1.2, 0.0], [1.1, 0.0, 1.4]],
  "e_homo_ev": -12.43,
  "relative_energy_kcal_mol": 132.2,
  "charge": 1
}


Record 4
{
  "formula": "C8H9N4SSbSe4Ti",
  "method": "ωB97M-V with the def2-TZVPD basis set",
  "elements": ["Ti", "C", "C", "N", "N", "C", "N", "S", "C", "C", "C", "C", "C", "N", "H", "H", "H", "H", "H", "H", "H", "H", "H", "Se", "Sb", "Se", "Se", "Se"],
  "xyz": [[0.24716, 0.09922, 0.01445], [4.21853, -1.51421, 0.69317], [2.74902, -1.29638, 0.49050], [2.21282, -0.06240, 0.14741], [3.13920, 0.90305, -0.22807], [2.63589, 1.77353, -1.02432], [3.42013, 2.86522, -1.40131], [0.99670, 1.71922, -1.62946], [1.81153, -2.28235, 0.54970], [2.04558, -3.65304, 0.91564], [1.03869, -4.55194, 0.89142], [-0.28183, -4.12641, 0.51611], [-0.48808, -2.82249, 0.21399], [0.50198, -1.87417, 0.21505], [4.74291, -0.56472, 0.62742], [4.63951, -2.18605, -0.06223], [4.42566, -1.95300, 1.67440], [4.40754, 2.68817, -1.29339], [3.16322, 3.25494, -2.29328], [3.04748, -3.94317, 1.20739], [1.21894, -5.58537, 1.16487], [-1.11261, -4.81736, 0.49741], [-1.47491, -2.45046, -0.03463], [-6.55050, -0.50954, -1.26207], [-5.84151, 0.86155, 0.58451], [-0.89766, 0.96750, 1.94133], [-2.18312, 0.57680, -0.01414], [-6.62496, 3.12353, 0.29436]],
  "forces_ev_per_angstrom": [[-0.3, 0.0, -0.1], [0.0, 0.0, 0.1], [0.0, 0.0, -0.1], [0.3, 0.0, 0.1], [0.0, 0.0, 0.0], [0.0, -0.1, 0.0], [0.0, 0.0, 0.1], [0.0, 0.1, 0.0], [0.0, 0.0, 0.0], [0.0, 0.0, 0.0], [0.0, 0.0, 0.0], [0.0, 0.0, 0.0], [0.0, 0.0, 0.0], [0.0, -0.1, 0.0], [0.0, 0.0, 0.0], [0.0, 0.0, 0.0], [0.0, 0.0, 0.0], [0.0, 0.0, 0.0], [0.0, 0.0, 0.0], [0.0, 0.0, 0.0], [0.0, 0.0, 0.0], [0.0, 0.0, 0.0], [0.0, 0.0, 0.0], [0.0, 0.0, 0.0], [-0.1, 0.1, 0.0], [0.1, 0.1, 0.1], [0.1, -0.1, -0.1], [0.0, 0.0, 0.0]],
  "e_homo_ev": -1.22,
  "relative_energy_kcal_mol": 13.5,
  "charge": -2
}


Record 5
{
  "formula": "C8H9NO",
  "method": "ωB97M-V with the def2-TZVPD basis set",
  "elements": ["N", "C", "C", "O", "C", "C", "C", "C", "C", "C", "H", "H", "H", "H", "H", "H", "H", "H", "H"],
  "xyz": [[-2.44935, 1.40867, -1.09152], [-1.60427, 0.63620, -1.21830], [-0.62732, -0.40863, -1.31732], [-0.63617, -1.02229, -2.59708], [-0.22826, -1.32673, -0.04075], [-0.55980, -1.07568, 1.35121], [-0.26823, 0.08464, 1.95030], [0.27690, 1.20875, 1.17408], [1.31163, 0.78712, 0.12854], [0.77891, -0.33345, -0.68346], [0.22689, -1.01077, -3.04816], [-0.09971, -2.27897, -0.53541], [-1.00838, -1.75682, 2.01393], [-0.54468, 0.13636, 3.01348], [0.84956, 1.83867, 1.86646], [-0.50566, 1.83306, 0.55037], [1.47660, 1.72034, -0.53649], [2.25170, 0.37333, 0.49421], [1.35965, -0.81382, -1.47410]],
  "forces_ev_per_angstrom": [[0.3, -0.1, -0.1], [-0.6, 0.0, 0.3], [1.7, -0.2, 0.6], [-0.4, -0.3, 0.5], [0.9, 1.0, -3.1], [0.3, 1.2, 0.4], [-1.1, -0.9, -0.2], [0.4, 2.0, -0.4], [-0.2, 1.0, -1.6], [-2.2, -1.1, -1.4], [-0.4, 0.3, 0.6], [-0.3, -0.6, 0.9], [-0.5, -1.5, 0.1], [0.3, 0.5, -0.5], [-0.6, 0.5, -0.2], [1.3, -1.1, 1.9], [0.2, -1.6, 1.0], [0.1, 0.6, 0.5], [0.8, 0.2, 0.7]],
  "e_homo_ev": -9.18,
  "relative_energy_kcal_mol": 70.9,
  "smiles": "N#C[C@]1(O)[C@@H]2C=CCC[C@@H]21"
}


Total energy values (in eV) by entry order: -9910.85278, -17564.44069, -22246.12956, -316280.57065, -11976.77493.
LUMO level values (in eV) by entry order: -1.8, 3.7, -4.8, 4.4, 0.6.
Gap between HOMO and LUMO values (in eV) by entry order: 5.8768, 7.5472, 7.5899, 5.6387, 9.7831.